Molecular formula: C20H56Be2N4O10
Method: DFT, wB97M-V/def2-TZVPD

Summary:
* multiplicity: 1
* energy above the lowest of the compared OMol25 structures with the same formula, charge and spin: 0.000 eV
* E: -1795.89764 a.u.
* lowest unoccupied orbital energy: -7.0 eV
* HOMO-LUMO gap: 7.286 eV
* total charge: +2

Cartesian coordinates (Å):
1 Be 2.347 -1.585 1.088
2 Be -0.627 2.551 0.888
3 C 0.100 -0.095 0.076
4 O 0.298 -1.315 -0.239
5 O 0.688 0.347 1.122
6 O -0.667 0.677 -0.575
7 C 1.693 -4.229 3.742
8 C 0.603 -3.464 2.996
9 C 0.389 -2.027 3.480
10 O 1.583 -1.247 3.344
11 C 1.541 -0.032 4.128
12 N 0.898 -3.515 1.578
13 H 2.600 -3.619 3.726
14 H 2.002 -5.187 3.322
15 H 1.503 -4.440 4.794
16 H -0.370 -3.954 3.101
17 H -0.032 -2.030 4.484
18 H -0.264 -1.554 2.739
19 H 0.772 0.618 3.713
20 H 2.551 0.361 4.048
21 H 1.288 -0.276 5.160
22 H 0.918 -4.462 1.216
23 H 0.162 -3.046 1.054
24 C 3.792 0.059 -3.045
25 C 3.027 -0.813 -2.062
26 C 2.742 -2.251 -2.539
27 O 3.980 -2.949 -2.684
28 C 3.899 -4.204 -3.323
29 N 3.779 -0.854 -0.783
30 H 4.668 -0.477 -3.412
31 H 4.065 1.079 -2.779
32 H 3.073 0.099 -3.868
33 H 2.067 -0.338 -1.853
34 H 2.099 -2.197 -3.423
35 H 2.084 -2.854 -1.903
36 H 3.442 -4.242 -4.312
37 H 3.238 -4.825 -2.704
38 H 4.848 -4.730 -3.252
39 H 4.311 0.020 -0.751
40 H 4.675 -1.305 -1.001
41 C -0.041 5.991 0.185
42 C -0.555 5.095 -0.942
43 C 0.463 4.239 -1.624
44 O 0.895 3.271 -0.659
45 C 1.893 2.384 -1.131
46 N -1.631 4.204 -0.490
47 H -0.806 6.441 0.819
48 H 0.621 6.781 -0.164
49 H 0.555 5.395 0.884
50 H -1.008 5.775 -1.669
51 H 1.253 4.929 -1.937
52 H 0.107 3.799 -2.559
53 H 1.618 2.035 -2.127
54 H 2.054 1.595 -0.394
55 H 2.914 2.778 -1.178
56 H -2.454 4.744 -0.235
57 H -2.019 3.780 -1.333
58 C -4.859 0.964 1.972
59 C -3.480 1.601 2.204
60 C -2.380 0.638 2.639
61 O -1.216 1.457 2.919
62 C -1.166 1.832 4.310
63 N -3.126 2.081 0.856
64 H -5.111 0.378 2.864
65 H -4.872 0.196 1.198
66 H -5.717 1.625 1.857
67 H -3.626 2.417 2.911
68 H -2.183 -0.101 1.860
69 H -2.686 -0.003 3.468
70 H -0.866 0.894 4.780
71 H -2.149 2.153 4.655
72 H -0.437 2.609 4.532
73 H -3.814 2.797 0.644
74 H -3.351 1.357 0.174
75 C -1.805 -3.731 -1.326
76 O -0.404 -3.571 -1.487
77 H -2.383 -3.849 -2.245
78 H -2.031 -4.599 -0.704
79 H -2.268 -2.846 -0.879
80 H -0.175 -2.727 -1.067
81 C -0.463 -0.308 -4.158
82 O -0.864 0.829 -3.379
83 H -0.063 -1.052 -3.467
84 H -1.211 -0.767 -4.806
85 H 0.307 0.053 -4.844
86 H -0.782 0.534 -2.464
87 C -3.645 -0.434 -2.544
88 O -3.320 0.270 -1.352
89 H -3.756 0.269 -3.371
90 H -2.811 -1.102 -2.762
91 H -4.552 -1.037 -2.494
92 H -2.360 0.247 -1.233